ORCA calculation (ωB97M-V/def2-TZVPD) on C7H18N2 as an isolated structure.

Cartesian coordinates (Å):
C (-0.001, -1.402, 0.850)
C (0.358, 1.731, -1.483)
C (-0.962, -0.320, 0.317)
C (-0.532, -1.922, 2.195)
C (1.410, -0.837, 1.030)
C (0.400, 2.599, -0.249)
C (-0.481, 2.147, -2.570)
N (-0.572, 0.171, -1.012)
N (0.060, -2.452, -0.179)
H (-0.176, -0.609, -1.537)
H (1.341, 1.326, -1.725)
H (-0.811, -2.974, -0.213)
H (0.801, -3.114, 0.026)
H (-1.971, -0.748, 0.262)
H (-1.000, 0.525, 1.005)
H (-0.593, -1.121, 2.932)
H (-1.527, -2.356, 2.078)
H (0.130, -2.695, 2.590)
H (1.787, -0.445, 0.087)
H (2.090, -1.616, 1.379)
H (1.410, -0.035, 1.768)
H (-0.580, 3.033, -0.045)
H (0.723, 2.042, 0.630)
H (1.111, 3.410, -0.409)
H (-0.141, 1.909, -3.573)
H (-0.959, 3.117, -2.477)
H (-1.319, 0.638, -1.677)

## Properties
Gap between HOMO and LUMO in Ha: 0.2655
Charge: 0
Relative energy (zero: lowest compared OMol25 entry of this formula, charge and spin) in kJ/mol: 282.3
LUMO level in eV: 0.7
E_tot in Eh: -386.9220